The following is a DFT calculation (the ωB97M-V functional and the def2-TZVPD basis) of a structure of composition C12H19N5O3PS3Ti.

Each line ends with the Mulliken charge.
Element x y z (Å)
Ti 0.125 -1.227 -0.726  0.130
C 4.405 -2.037 0.096  -1.631
C 2.945 -1.742 0.115  0.553
N 2.287 -1.205 -0.847  0.897
N 3.017 -0.744 -1.929  -1.474
C 2.660 -1.179 -3.090  0.825
N 3.420 -0.873 -4.160  -0.447
S 1.328 -2.265 -3.545  -0.135
C 2.148 -2.075 1.322  0.794
C 2.706 -2.616 2.466  -0.713
C 1.886 -2.861 3.562  -0.490
C 0.539 -2.565 3.480  -0.825
C 0.047 -2.037 2.296  -0.006
N 0.833 -1.799 1.247  0.332
H 4.803 -1.939 -0.908  0.370
H 4.587 -3.046 0.462  0.440
H 4.936 -1.338 0.747  0.356
H 4.299 -0.404 -4.019  0.239
H 3.088 -1.026 -5.095  0.194
H 3.762 -2.836 2.513  0.377
H 2.304 -3.280 4.467  0.438
H -0.132 -2.740 4.308  0.414
H -1.002 -1.802 2.172  0.424
C -3.778 3.817 -2.174  -1.249
C -2.449 3.237 -1.766  -0.177
O -2.653 1.823 -1.457  -0.255
P -1.743 1.081 -0.410  1.243
S -2.278 -0.836 -0.455  -0.458
S 0.220 1.243 -0.770  -0.475
O -1.989 1.767 0.990  -0.251
C -3.329 1.830 1.563  -0.181
C -3.377 3.001 2.509  -1.252
H -3.647 4.862 -2.454  0.388
H -4.495 3.770 -1.355  0.298
H -4.186 3.280 -3.029  0.319
H -2.040 3.738 -0.887  0.344
H -1.716 3.279 -2.570  0.339
H -3.506 0.883 2.073  0.317
H -4.056 1.932 0.756  0.320
H -2.628 2.896 3.293  0.316
H -4.360 3.054 2.975  0.398
H -3.198 3.936 1.979  0.299
O 0.125 -2.933 -1.303  -0.248
N 0.094 -2.025 -2.443  -0.101

Summary:
spin multiplicity: 1
relative energy (zero: lowest compared OMol25 entry of this formula, charge and spin): 0.00 kcal/mol
HOMO-LUMO gap: 7.775 eV
LUMO: -4.0 eV
total charge: +1

The following is a DFT calculation (the ωB97M-V functional and the def2-TZVPD basis) of an isolated molecule of C12H19NO2.

Each line ends with the Mulliken charge.
Element x y z (Å)
C -3.625 0.133 -1.054  -1.733
C -2.503 0.855 -0.167  -0.503
C -2.842 1.196 1.207  -1.475
C -1.237 0.011 -0.231  0.492
C -0.086 0.682 -0.490  0.047
O 0.048 1.953 -0.296  -0.618
C 1.515 -0.116 -0.660  1.526
N 2.270 0.440 -1.781  -0.701
C 2.226 0.160 0.599  0.193
C 1.667 -0.766 1.767  -1.340
C 3.713 0.012 0.425  -1.273
C 1.062 -1.571 -0.909  -1.079
C -0.052 -2.191 -0.549  -0.686
C -1.309 -1.445 -0.168  0.994
O -2.352 -2.029 0.163  -0.671
H -4.427 0.764 -1.332  0.451
H -3.945 -0.641 -0.446  0.452
H -3.088 -0.135 -2.003  0.325
H -2.383 1.792 -0.765  0.649
H -2.129 1.877 1.650  0.309
H -2.964 0.318 1.777  0.333
H -3.765 1.695 1.086  0.481
H -0.746 2.416 0.069  0.377
H 1.834 0.501 -2.687  0.231
H 2.638 1.322 -1.432  0.218
H 2.005 1.257 0.985  0.219
H 1.959 -1.834 1.627  0.315
H 0.560 -0.768 1.711  0.320
H 2.021 -0.458 2.810  0.399
H 3.881 -0.952 -0.160  0.263
H 4.200 0.097 1.323  0.557
H 4.013 0.840 -0.268  0.307
H 1.948 -2.109 -1.182  0.308
H -0.107 -3.305 -0.618  0.310

Summary:
structure (SMILES): CC(C)C1=C(O)[C@@](N)(C(C)C)C=CC1=O
spin multiplicity: 1
relative energy (zero: lowest compared OMol25 entry of this formula, charge and spin): 63.26 kcal/mol
HOMO-LUMO gap: 9.074 eV
LUMO: 0.3 eV

The following is a DFT calculation (the ωB97M-V functional and the def2-TZVPD basis) of a cluster of 2 separate species, C12H19NO2 in total.

Each line ends with the Mulliken charge.
Element x y z (Å)
C 2.141 0.716 -1.157  -1.098
C 2.003 2.120 -0.544  -0.498
N 0.609 2.608 -0.746  0.074
C -0.134 2.830 0.491  -1.069
C -0.080 2.617 -1.943  0.712
C -1.521 3.142 -1.907  -1.205
O 0.377 2.121 -2.939  -0.607
H 3.160 0.405 -0.905  0.366
H 2.156 0.517 -2.216  0.388
H 1.350 0.047 -0.824  0.255
H 1.998 1.944 0.521  0.371
H 2.750 2.755 -0.982  0.302
H 0.072 3.848 0.838  0.338
H -1.210 2.789 0.429  0.372
H 0.162 2.162 1.284  0.260
H -1.873 3.748 -1.106  0.432
H -1.500 3.725 -2.826  0.345
H -2.108 2.225 -1.911  0.266
C -2.866 -1.900 1.484  -1.371
C -1.389 -2.249 1.220  1.063
C -1.151 -3.364 0.416  -0.905
C 0.199 -3.685 0.301  -0.195
C 1.250 -2.890 0.748  0.342
O 2.540 -3.278 0.515  -0.547
C 0.936 -1.795 1.529  -0.351
C -0.404 -1.515 1.838  -0.643
H -3.511 -2.613 0.983  0.347
H -3.120 -0.909 1.108  0.268
H -2.993 -1.935 2.566  0.333
H -1.852 -4.124 0.113  0.315
H 0.382 -4.497 -0.405  0.226
H 2.543 -3.807 -0.290  0.293
H 1.704 -1.138 1.916  0.421
H -0.618 -0.621 2.401  0.401

Summary:
structure (SMILES): CCN(C)C(C)=O.Cc1ccc(O)cc1
spin multiplicity: 1
relative energy (zero: lowest compared OMol25 entry of this formula, charge and spin): 24.66 kcal/mol
HOMO-LUMO gap: 9.290 eV
LUMO: 0.7 eV

The following is a DFT calculation (the ωB97M-V functional and the def2-TZVPD basis) of a cluster of 2 separate species, C12H19NO4P in total.

Each line ends with the Mulliken charge.
Element x y z (Å)
C -0.524 2.265 -2.589  -1.271
C 0.886 2.173 -2.023  0.111
N 1.651 1.131 -2.779  -0.354
P 2.761 0.254 -1.940  0.067
C 2.118 -0.994 -0.827  -0.446
C 1.697 -0.473 0.570  -0.379
O 2.459 -1.195 1.528  -0.405
C 3.084 -0.415 2.498  0.621
C 2.236 -0.145 3.701  -0.875
O 4.209 -0.049 2.317  -0.509
H -1.173 2.838 -1.921  0.326
H -0.942 1.259 -2.696  0.286
H -0.516 2.745 -3.573  0.362
H 0.830 1.918 -0.958  0.039
H 1.422 3.121 -2.132  0.387
H 1.006 0.496 -3.250  0.378
H 3.568 1.147 -1.241  0.223
H 3.583 -0.379 -2.870  0.172
H 1.274 -1.462 -1.350  0.358
H 2.912 -1.735 -0.683  0.483
H 1.898 0.600 0.679  0.514
H 0.628 -0.653 0.715  -0.022
H 1.956 -1.098 4.166  0.317
H 2.786 0.473 4.411  0.327
H 1.308 0.351 3.402  0.278
C -4.003 0.064 1.321  -0.413
C -2.957 0.338 0.547  -0.256
C -2.302 -0.718 -0.256  0.436
O -1.337 -0.463 -0.960  -0.470
C -2.850 -2.089 -0.182  -0.371
C -3.896 -2.371 0.591  -0.387
C -4.556 -1.316 1.407  0.278
O -5.503 -1.567 2.112  -0.500
H -4.503 0.815 1.919  0.428
H -2.540 1.335 0.465  0.418
H -2.355 -2.838 -0.787  0.424
H -4.317 -3.365 0.666  0.422

Summary:
spin multiplicity: 1
HOMO-LUMO gap: 8.697 eV
LUMO: -4.2 eV
total charge: +1

The following is a DFT calculation (the ωB97M-V functional and the def2-TZVPD basis) of a cluster of 2 separate species, C12H19NO6 in total.

Each line ends with the Mulliken charge.
Element x y z (Å)
C 3.179 -2.055 -1.919  -0.868
N 1.962 -2.799 -2.223  -0.307
C 1.236 -2.287 -3.388  -1.150
C 0.470 -1.063 -3.007  0.769
C -0.603 -0.927 -2.222  0.489
C -1.414 -1.956 -1.506  -0.774
C -2.348 -2.649 -2.488  -0.009
O -1.968 -3.381 -3.364  -0.447
C -0.904 0.529 -2.122  0.431
O -1.744 1.056 -1.458  -0.538
O -0.023 1.215 -2.909  -0.345
C 0.875 0.298 -3.439  0.328
O 1.800 0.633 -4.094  -0.507
H 3.983 -2.255 -2.636  0.311
H 3.529 -2.327 -0.925  0.311
H 2.984 -0.986 -1.931  0.299
H 2.166 -3.778 -2.353  0.259
H 1.905 -2.052 -4.224  0.299
H 0.547 -3.057 -3.725  0.473
H -0.761 -2.685 -1.029  0.365
H -2.031 -1.448 -0.765  0.272
H -3.426 -2.446 -2.370  0.358
C -1.409 1.075 4.815  -0.726
O -1.478 2.457 4.519  -0.374
C -0.208 3.076 4.401  -0.469
C 0.200 3.263 2.956  -0.547
O 0.405 2.024 2.299  -0.391
C -0.684 1.632 1.479  -0.625
H -2.409 0.665 4.687  0.247
H -0.722 0.554 4.145  0.315
H -1.093 0.915 5.852  0.327
H 0.553 2.494 4.931  0.318
H -0.276 4.058 4.879  0.371
H 1.146 3.812 2.926  0.390
H -0.553 3.856 2.429  0.329
H -0.733 2.246 0.578  0.370
H -1.635 1.699 2.014  0.287
H -0.516 0.595 1.190  0.161

Summary:
structure (SMILES): CNCC1=C(CC=O)C(=O)OC1=O.COCCOC
spin multiplicity: 1
relative energy (zero: lowest compared OMol25 entry of this formula, charge and spin): 61.61 kcal/mol
HOMO-LUMO gap: 8.212 eV
LUMO: -1.0 eV